(1)
Entry from OMol25: 6 unconnected molecules or ions with the total composition C24H55BClIN10O8P (ωB97M-V with the def2-TZVPD basis set).

Each atom is followed by the atoms it is bonded to, with distances in Å.
CARTESIAN COORDINATES (ANGSTROEM)
1 C 4.080 -1.618 -1.170  C2 1.547, H22 1.085, H23 1.085, H24 1.084
2 C 3.847 -1.507 -2.696  C1 1.547, C3 1.508, H25 1.081, H26 1.085
3 C 2.697 -0.598 -3.050  C2 1.508, Cl4 1.811, N5 1.460, H27 1.081
4 Cl 2.488 -0.591 -4.849  C3 1.811
5 N 1.411 -0.995 -2.483  C3 1.460, C6 1.388, C17 1.340
6 C 0.806 -2.244 -2.493  N5 1.388, C7 1.509, C9 1.369
7 C 1.390 -3.504 -3.084  C6 1.509, N8 1.457, H28 1.086, H29 1.084
8 N 0.397 -4.431 -3.610  C7 1.457, H30 1.012, H31 1.009
9 C -0.400 -2.093 -1.862  C6 1.369, B10 1.613, N15 1.380
10 B -1.543 -3.201 -1.602  C9 1.613, O11 1.374, N12 1.432
11 O -1.401 -4.010 -0.501  B10 1.374, H32 0.963
12 N -2.607 -3.360 -2.547  B10 1.432, C13 1.489, C14 1.472
13 C -3.956 -3.352 -1.919  N12 1.489, H33 1.091, H34 1.085, H35 1.082
14 C -2.635 -2.373 -3.639  N12 1.472, H36 1.086, H37 1.094, H38 1.087
15 N -0.479 -0.773 -1.468  C9 1.380, I16 2.032, C17 1.342
16 I -2.117 -0.188 -0.418  N15 2.032
17 C 0.617 -0.108 -1.866  N5 1.340, N15 1.342, P18 1.821
18 P 1.019 1.651 -1.623  C17 1.821, N19 1.532, O20 1.595, O21 1.574
19 N 2.379 1.700 -0.921  P18 1.532, H39 1.013
20 O -0.146 2.404 -0.836  P18 1.595, H40 0.966
21 O 1.004 2.295 -3.060  P18 1.574, H41 0.967
22 H 3.222 -1.318 -0.577  C1 1.085
23 H 4.360 -2.639 -0.936  C1 1.085
24 H 4.927 -1.002 -0.890  C1 1.084
25 H 3.763 -2.496 -3.125  C2 1.081
26 H 4.732 -1.066 -3.143  C2 1.085
27 H 2.957 0.415 -2.777  C3 1.081
28 H 1.921 -4.014 -2.285  C7 1.086
29 H 2.061 -3.218 -3.885  C7 1.084
30 H 0.147 -5.126 -2.919  N8 1.012
31 H -0.468 -3.985 -3.875  N8 1.009
32 H -1.925 -3.754 0.266  O11 0.963
33 H -4.213 -2.330 -1.637  C13 1.091
34 H -4.689 -3.662 -2.656  C13 1.085
35 H -3.980 -4.001 -1.054  C13 1.082
36 H -1.744 -2.389 -4.261  C14 1.086
37 H -2.789 -1.345 -3.298  C14 1.094
38 H -3.468 -2.616 -4.294  C14 1.087
39 H 2.354 2.192 -0.036  N19 1.013
40 H -0.143 2.141 0.095  O20 0.966
41 H 0.287 2.925 -3.212  O21 0.967
42 C 2.622 2.889 4.601  C43 1.509, H47 1.083, H48 1.090, H49 1.088
43 C 3.320 2.893 3.263  C42 1.509, O44 1.226, N45 1.357
44 O 3.586 1.857 2.665  C43 1.226
45 N 3.639 4.099 2.730  C43 1.357, C46 1.456, H50 1.008
46 C 3.393 5.423 3.284  N45 1.456, H51 1.090, H52 1.091, H53 1.084
47 H 2.428 1.866 4.897  C42 1.083
48 H 3.247 3.361 5.359  C42 1.090
49 H 1.672 3.417 4.541  C42 1.088
50 H 4.106 4.035 1.838  N45 1.008
51 H 2.770 5.995 2.597  C46 1.090
52 H 4.342 5.943 3.419  C46 1.091
53 H 2.886 5.359 4.240  C46 1.084
54 C -0.342 0.245 7.127  C55 1.511, H59 1.085, H60 1.091, H61 1.090
55 C 0.596 1.409 7.342  C54 1.511, O56 1.222, N57 1.356
56 O 0.586 2.393 6.617  C55 1.222
57 N 1.465 1.326 8.380  C55 1.356, C58 1.453, H62 1.008
58 C 1.623 0.247 9.339  N57 1.453, H63 1.091, H64 1.091, H65 1.084
59 H -0.968 0.459 6.267  C54 1.085
60 H 0.218 -0.670 6.936  C54 1.091
61 H -0.981 0.100 7.999  C54 1.090
62 H 2.062 2.133 8.471  N57 1.008
63 H 1.445 0.619 10.349  C58 1.091
64 H 2.639 -0.147 9.289  C58 1.091
65 H 0.926 -0.559 9.136  C58 1.084
66 C -5.614 -1.277 4.378  C67 1.506, H71 1.085, H72 1.090, H73 1.090
67 C -5.025 -1.026 3.014  C66 1.506, O68 1.224, N69 1.359
68 O -4.704 -1.931 2.255  C67 1.224
69 N -4.844 0.264 2.625  C67 1.359, C70 1.453, H74 1.003
70 C -5.131 1.496 3.341  N69 1.453, H75 1.091, H76 1.091, H77 1.084
71 H -5.689 -2.349 4.532  C66 1.085
72 H -4.976 -0.854 5.154  C66 1.090
73 H -6.610 -0.840 4.451  C66 1.090
74 H -4.453 0.300 1.702  N69 1.003
75 H -5.846 2.095 2.776  C70 1.091
76 H -4.215 2.075 3.467  C70 1.091
77 H -5.547 1.284 4.319  C70 1.084
78 C -0.597 -5.329 -6.787  C79 1.512, H83 1.085, H84 1.090, H85 1.091
79 C -0.388 -6.754 -7.248  C78 1.512, O80 1.218, N81 1.360
80 O -0.942 -7.692 -6.704  C79 1.218
81 N 0.449 -6.953 -8.301  C79 1.360, C82 1.451, H86 1.008
82 C 1.188 -5.965 -9.065  N81 1.451, H87 1.091, H88 1.091, H89 1.084
83 H -1.283 -5.335 -5.945  C78 1.085
84 H 0.349 -4.893 -6.464  C78 1.090
85 H -1.029 -4.726 -7.587  C78 1.091
86 H 0.545 -7.923 -8.558  N81 1.008
87 H 0.892 -6.009 -10.114  C82 1.091
88 H 2.258 -6.169 -8.999  C82 1.091
89 H 0.999 -4.965 -8.690  C82 1.084
90 C -0.672 5.889 1.161  C91 1.514, H95 1.086, H96 1.091, H97 1.092
91 C 0.173 7.144 1.207  C90 1.514, O92 1.218, N93 1.360
92 O 0.607 7.586 2.255  C91 1.218
93 N 0.437 7.765 0.027  C91 1.360, C94 1.450, H98 1.008
94 C 0.008 7.385 -1.306  N93 1.450, H99 1.092, H100 1.091, H101 1.085
95 H -0.797 5.514 2.173  C90 1.086
96 H -1.657 6.105 0.744  C90 1.091
97 H -0.181 5.121 0.560  C90 1.092
98 H 1.004 8.592 0.127  N93 1.008
99 H 0.879 7.208 -1.940  C94 1.092
100 H -0.584 8.187 -1.749  C94 1.091
101 H -0.594 6.483 -1.277  C94 1.085

Summary:
2S+1 = 1
total charge = +1


(2)
Entry from OMol25: 4 unconnected molecules or ions with the total composition C24H55BrIN3O3 (ωB97M-V with the def2-TZVPD basis set).

Each atom is followed by the atoms it is bonded to, with distances in Å.
CARTESIAN COORDINATES (ANGSTROEM)
1 C 2.679 3.045 4.253  O2 1.403, H12 1.080, H13 1.079, H14 1.070
2 O 2.184 3.672 3.100  C1 1.403, C3 1.376
3 C 1.801 4.977 3.310  O2 1.376, C4 1.538, H15 1.083, H16 1.072
4 C 0.380 5.110 3.882  C3 1.538, Br5 1.977, O6 1.364, H17 1.079
5 Br -0.517 6.644 3.016  C4 1.977
6 O -0.368 3.988 3.675  C4 1.364, C7 1.413
7 C -1.363 3.847 4.668  O6 1.413, C8 1.496, H18 1.082, H19 1.076
8 C -2.436 2.894 4.244  C7 1.496, C9 1.495, H20 1.079, H21 1.075
9 C -3.312 3.489 3.188  C8 1.495, O10 1.179, I11 2.189
10 O -3.610 4.628 3.131  C9 1.179
11 I -4.187 2.128 1.714  C9 2.189
12 H 2.944 3.755 5.023  C1 1.080
13 H 1.954 2.368 4.679  C1 1.079
14 H 3.564 2.494 4.015  C1 1.070
15 H 2.469 5.501 3.981  C3 1.083
16 H 1.825 5.486 2.367  C3 1.072
17 H 0.441 5.383 4.924  C4 1.079
18 H -0.883 3.436 5.546  C7 1.082
19 H -1.777 4.803 4.936  C7 1.076
20 H -3.067 2.722 5.102  C8 1.079
21 H -2.041 1.936 3.961  C8 1.075
22 C -7.861 0.507 -0.049  C23 1.521, H29 1.089, H30 1.090, H31 1.091
23 C -7.190 0.314 -1.400  C22 1.521, N24 1.450, H32 1.093, H33 1.102
24 N -6.101 -0.641 -1.355  C23 1.450, C25 1.451, C27 1.451
25 C -5.258 -0.615 -2.536  N24 1.451, C26 1.534, H34 1.093, H35 1.095
26 C -5.877 -1.018 -3.880  C25 1.534, H36 1.089, H37 1.092, H38 1.090
27 C -6.441 -1.956 -0.843  N24 1.451, C28 1.535, H39 1.093, H40 1.092
28 C -7.558 -2.739 -1.547  C27 1.535, H41 1.091, H42 1.092, H43 1.089
29 H -7.113 0.751 0.703  C22 1.089
30 H -8.578 1.326 -0.103  C22 1.090
31 H -8.404 -0.382 0.276  C22 1.091
32 H -6.774 1.275 -1.712  C23 1.093
33 H -7.957 0.052 -2.147  C23 1.102
34 H -4.382 -1.241 -2.346  C25 1.093
35 H -4.868 0.403 -2.634  C25 1.095
36 H -6.039 -2.093 -3.949  C26 1.089
37 H -5.199 -0.744 -4.691  C26 1.092
38 H -6.825 -0.512 -4.063  C26 1.090
39 H -6.717 -1.846 0.209  C27 1.093
40 H -5.532 -2.561 -0.829  C27 1.092
41 H -8.436 -2.120 -1.737  C28 1.091
42 H -7.877 -3.568 -0.913  C28 1.092
43 H -7.230 -3.168 -2.492  C28 1.089
44 C 2.580 -1.500 1.393  C45 1.515, H51 1.091, H52 1.091, H53 1.085
45 C 1.577 -1.811 0.300  C44 1.515, N46 1.447, H54 1.093, H55 1.103
46 N 0.205 -1.745 0.756  C45 1.447, C47 1.451, C49 1.456
47 C -0.737 -2.323 -0.183  N46 1.451, C48 1.534, H56 1.093, H57 1.095
48 C -0.901 -1.653 -1.554  C47 1.534, H58 1.089, H59 1.092, H60 1.090
49 C -0.208 -0.491 1.370  N46 1.456, C50 1.535, H61 1.095, H62 1.094
50 C -0.060 0.804 0.558  C49 1.535, H63 1.091, H64 1.091, H65 1.089
51 H 2.417 -2.132 2.267  C44 1.091
52 H 3.592 -1.682 1.027  C44 1.091
53 H 2.527 -0.461 1.702  C44 1.085
54 H 1.764 -2.829 -0.054  C45 1.093
55 H 1.770 -1.145 -0.557  C45 1.103
56 H -1.715 -2.380 0.302  C47 1.093
57 H -0.436 -3.363 -0.347  C47 1.095
58 H -1.452 -0.717 -1.487  C48 1.089
59 H -1.466 -2.312 -2.216  C48 1.092
60 H 0.060 -1.456 -2.032  C48 1.090
61 H 0.348 -0.366 2.305  C49 1.095
62 H -1.250 -0.602 1.681  C49 1.094
63 H 0.917 0.892 0.083  C50 1.091
64 H -0.172 1.667 1.217  C50 1.091
65 H -0.830 0.882 -0.209  C50 1.089
66 C 5.149 0.129 -1.301  C67 1.520, H73 1.090, H74 1.090, H75 1.091
67 C 6.479 -0.417 -1.796  C66 1.520, N68 1.449, H76 1.093, H77 1.102
68 N 6.629 -1.837 -1.546  C67 1.449, C69 1.451, C71 1.452
69 C 7.986 -2.317 -1.732  N68 1.451, C70 1.534, H78 1.093, H79 1.095
70 C 8.592 -2.252 -3.140  C69 1.534, H80 1.089, H81 1.092, H82 1.090
71 C 5.574 -2.680 -2.078  N68 1.452, C72 1.535, H83 1.094, H84 1.092
72 C 5.290 -2.619 -3.585  C71 1.535, H85 1.091, H86 1.092, H87 1.089
73 H 4.995 -0.122 -0.251  C66 1.090
74 H 5.132 1.215 -1.396  C66 1.090
75 H 4.308 -0.261 -1.876  C66 1.091
76 H 7.281 0.102 -1.265  C67 1.093
77 H 6.596 -0.158 -2.860  C67 1.102
78 H 8.038 -3.347 -1.370  C69 1.093
79 H 8.629 -1.742 -1.059  C69 1.095
80 H 8.173 -3.008 -3.801  C70 1.089
81 H 9.667 -2.438 -3.083  C70 1.092
82 H 8.455 -1.273 -3.601  C70 1.090
83 H 4.648 -2.433 -1.551  C71 1.094
84 H 5.788 -3.712 -1.793  C71 1.092
85 H 5.235 -1.593 -3.952  C72 1.091
86 H 4.327 -3.089 -3.794  C72 1.092
87 H 6.039 -3.152 -4.168  C72 1.089

Summary:
structure (SMILES) = COC[C@@H](Br)OCCC(=O)I.CCN(CC)CC.CCN(CC)CC.CCN(CC)CC
2S+1 = 1


| no. | gap between HOMO and LUMO (eV) | calculated total energy (eV) |
| --- | --- | --- |
| 1 | 6.45 | -87647.921 |
| 2 | 8.46 | -114534.042 |